DFT (ωB97M-V/def2-TZVPD) results for a cluster of 8 separate species, C52H124F3N7O11S in total.

## Properties
Gap between HOMO and LUMO (alpha / beta): 2.3 / 9.5 eV
Total charge: +5
Strongest force on any atom: 0.0696 hartree/bohr
LUMO (alpha / beta): -8.7049 / -8.7302 eV
Multiplicity: 2

Positions of all 198 atoms, in Å:
C (-2.561, 7.615, -6.846)
O (-2.104, 6.906, -5.622)
C (-2.135, 7.688, -4.448)
C (-1.937, 6.860, -3.127)
N (-0.427, 6.453, -3.008)
H (0.136, 7.185, -3.418)
H (-0.173, 6.401, -2.032)
C (-0.131, 5.109, -3.680)
C (-0.571, 3.945, -2.729)
O (-1.779, 4.059, -1.969)
C (-1.891, 3.169, -0.927)
H (-2.333, 7.090, -7.774)
H (-2.129, 8.614, -6.907)
H (-3.628, 7.840, -6.866)
H (-3.132, 8.124, -4.381)
H (-1.418, 8.507, -4.381)
H (-2.589, 5.987, -3.108)
H (-2.138, 7.444, -2.229)
H (0.913, 5.034, -3.985)
H (-0.750, 5.087, -4.577)
H (0.302, 3.729, -2.114)
H (-0.795, 3.020, -3.260)
H (-1.867, 2.157, -1.332)
H (-2.864, 3.214, -0.436)
H (-1.062, 3.280, -0.229)
C (2.132, -3.630, -2.480)
O (2.653, -3.912, -3.697)
C (3.828, -3.135, -3.942)
C (4.114, -3.360, -5.369)
N (2.969, -2.661, -6.190)
H (2.107, -3.178, -6.097)
H (2.747, -1.760, -5.792)
C (3.304, -2.448, -7.696)
C (2.135, -2.220, -8.543)
O (1.397, -1.055, -8.181)
C (1.948, 0.065, -8.755)
H (2.018, -2.559, -2.313)
H (2.734, -4.027, -1.662)
H (1.152, -4.105, -2.439)
H (4.717, -3.490, -3.420)
H (3.869, -2.100, -3.602)
H (3.964, -4.397, -5.667)
H (5.087, -2.910, -5.569)
H (3.808, -3.391, -7.906)
H (4.125, -1.740, -7.814)
H (1.525, -3.114, -8.411)
H (2.348, -2.268, -9.611)
H (3.013, 0.145, -8.537)
H (1.568, 0.959, -8.260)
H (1.668, 0.166, -9.803)
C (5.355, -2.175, 9.831)
O (5.225, -2.157, 8.406)
C (3.968, -2.619, 7.993)
C (2.797, -1.642, 8.258)
N (3.316, -0.151, 7.977)
H (2.557, 0.506, 8.092)
H (4.050, 0.075, 8.634)
C (3.845, 0.060, 6.519)
C (2.797, -0.316, 5.429)
O (1.559, 0.223, 5.872)
C (0.563, 0.358, 4.911)
H (5.537, -3.162, 10.256)
H (4.560, -1.657, 10.368)
H (6.270, -1.586, 9.894)
H (3.619, -3.538, 8.465)
H (4.031, -2.916, 6.946)
H (2.652, -1.600, 9.338)
H (1.907, -1.774, 7.644)
H (4.865, -0.323, 6.505)
H (3.867, 1.144, 6.636)
H (2.696, -1.394, 5.300)
H (3.132, 0.074, 4.468)
H (0.808, 1.034, 4.091)
H (-0.388, 0.706, 5.313)
H (0.263, -0.650, 4.625)
C (-3.262, 4.998, 5.660)
O (-3.416, 4.044, 4.641)
C (-2.584, 2.889, 4.872)
C (-2.461, 1.957, 3.628)
N (-3.820, 1.271, 3.360)
H (-3.751, 0.587, 2.620)
H (-4.083, 0.796, 4.211)
C (-5.003, 2.030, 2.770)
C (-5.051, 1.902, 1.274)
O (-5.153, 0.590, 0.830)
C (-5.062, 0.456, -0.610)
H (-3.364, 4.660, 6.691)
H (-4.041, 5.751, 5.539)
H (-2.331, 5.560, 5.576)
H (-2.962, 2.279, 5.693)
H (-1.608, 3.162, 5.275)
H (-1.843, 1.076, 3.802)
H (-2.354, 2.540, 2.713)
H (-5.132, 3.041, 3.155)
H (-5.802, 1.401, 3.162)
H (-4.109, 2.263, 0.862)
H (-5.864, 2.451, 0.799)
H (-5.929, 0.600, -1.254)
H (-4.775, -0.574, -0.821)
H (-4.213, 0.939, -1.094)
C (-5.537, -2.998, -4.463)
C (-4.003, -3.002, -4.790)
C (-3.349, -1.620, -4.763)
N (-1.903, -1.574, -5.289)
C (-1.745, -2.315, -6.697)
C (-2.370, -1.452, -7.844)
C (-2.084, 0.024, -7.844)
C (-2.100, 0.729, -6.492)
C (-1.463, -0.079, -5.339)
C (-0.972, -2.346, -4.339)
H (-5.767, -2.405, -3.577)
H (-5.826, -4.035, -4.294)
H (-6.057, -2.640, -5.351)
H (-3.951, -3.465, -5.776)
H (-3.423, -3.675, -4.158)
H (-3.321, -1.143, -3.784)
H (-3.916, -1.062, -5.508)
H (-2.193, -3.307, -6.643)
H (-0.691, -2.334, -6.976)
H (-3.441, -1.550, -7.667)
H (-2.091, -1.917, -8.790)
H (-2.666, 0.617, -8.550)
H (-1.088, 0.264, -8.216)
H (-3.150, 0.862, -6.230)
H (-1.781, 1.771, -6.520)
H (-1.546, 0.344, -4.337)
H (-0.433, -0.035, -5.692)
H (-1.269, -3.378, -4.151)
H (-0.888, -1.789, -3.405)
H (-0.088, -2.329, -4.976)
C (2.308, -3.611, 3.066)
C (1.288, -4.212, 3.929)
C (-0.091, -4.117, 3.382)
N (-1.278, -4.278, 4.438)
C (-0.999, -5.521, 5.230)
C (-2.094, -6.003, 6.120)
C (-3.495, -6.089, 5.372)
C (-3.772, -4.836, 4.576)
C (-2.535, -4.460, 3.657)
C (-1.356, -2.989, 5.348)
H (3.228, -3.775, 3.626)
H (2.117, -2.549, 2.911)
H (2.341, -4.195, 2.146)
H (1.386, -3.737, 4.905)
H (1.444, -5.263, 4.172)
H (-0.328, -4.954, 2.725)
H (-0.339, -3.159, 2.924)
H (-0.766, -6.295, 4.498)
H (-0.182, -5.423, 5.946)
H (-1.975, -7.038, 6.441)
H (-2.107, -5.449, 7.059)
H (-3.522, -6.986, 4.753)
H (-4.287, -6.302, 6.090)
H (-4.527, -4.892, 3.792)
H (-4.094, -4.042, 5.251)
H (-2.402, -5.320, 3.001)
H (-2.648, -3.650, 2.937)
H (-1.343, -2.078, 4.751)
H (-0.504, -2.990, 6.028)
H (-2.242, -3.123, 5.969)
C (2.784, 5.669, 2.675)
C (2.463, 4.385, 1.846)
C (3.765, 3.676, 1.473)
N (3.563, 2.242, 0.859)
C (5.009, 1.758, 0.387)
C (5.030, 0.398, -0.341)
C (4.090, 0.554, -1.553)
C (2.643, 0.860, -1.209)
C (2.566, 2.200, -0.373)
C (3.018, 1.350, 1.984)
H (1.990, 6.307, 3.064)
H (3.456, 6.430, 2.276)
H (3.280, 5.299, 3.572)
H (1.813, 4.650, 1.012)
H (1.731, 3.882, 2.479)
H (4.393, 3.640, 2.363)
H (4.326, 4.138, 0.660)
H (5.399, 2.515, -0.293)
H (5.598, 1.644, 1.297)
H (5.986, 0.083, -0.758)
H (4.692, -0.365, 0.360)
H (4.436, 1.343, -2.220)
H (4.183, -0.407, -2.060)
H (1.915, 0.855, -2.020)
H (2.324, 0.079, -0.519)
H (2.728, 3.053, -1.033)
H (1.627, 2.403, 0.142)
H (3.780, 1.286, 2.760)
H (2.750, 0.344, 1.661)
H (2.132, 1.804, 2.429)
C (-0.736, -1.309, -0.534)
F (0.126, -2.273, -0.215)
F (-0.202, -0.339, -1.342)
F (-1.886, -1.702, -1.160)
S (-1.093, -0.344, 1.194)
O (0.234, -0.038, 1.787)
O (-1.878, 0.820, 0.767)
O (-1.892, -1.294, 2.015)

Cartesian forces, eV/Å:
0.0247 0.7418 0.7377
0.2708 0.1659 -0.7969
-0.8786 -0.4327 0.8397
0.5027 0.3663 -1.3194
-1.2228 -1.1933 -0.5663
0.1843 0.3626 -0.3110
0.0518 -0.0393 0.4035
-2.0588 -0.2291 0.4719
-0.0193 -0.9454 0.0286
0.2716 3.1068 -1.0622
0.2931 -1.5504 0.0801
0.3403 -0.4538 0.5962
0.5486 -0.1047 0.1265
-0.2611 -0.5663 0.5392
-0.0948 0.2898 0.3317
0.2721 0.2452 -0.6089
0.5545 -0.1926 0.0064
-0.0506 0.2730 -0.2985
-0.0321 -0.0331 0.3961
0.1026 0.2715 -0.0416
-0.0484 -0.0403 0.6482
0.8962 0.0203 -0.8954
0.2898 -0.3745 0.1197
0.1710 0.6866 -0.0860
-0.0451 -0.0594 0.3549
-1.3203 -0.0610 1.9016
1.5249 0.9852 -1.3897
0.4700 -1.5480 0.3817
-1.3834 1.2186 -1.2987
1.8466 0.3021 -1.4085
-0.3079 -0.5916 0.0537
-0.1794 1.2760 0.7180
2.2067 -1.2186 1.4853
-1.6662 -0.3958 -0.2193
-0.3665 -2.0412 0.5506
0.3258 2.1064 -0.0629
-0.1347 0.3238 -0.0405
0.1982 -0.1509 0.1886
-0.0779 0.0391 0.2058
0.0103 -0.8839 0.4314
-1.1641 0.3722 -0.4332
0.7696 -0.0131 0.2586
-0.1975 -0.1783 -0.8023
-0.2918 -0.1725 -0.6316
-0.3156 0.4504 0.5541
-0.7244 0.1543 0.1357
0.4800 0.3937 -0.0547
0.2904 -0.1807 -0.5923
-0.4147 -0.0909 0.1579
0.4683 -0.1794 -0.2186
1.6128 0.7666 -0.1666
-1.6940 -0.3868 -0.0128
-0.8187 -0.2827 -0.7332
2.0079 1.9906 0.3363
-0.7195 -2.7002 -1.8239
-0.4108 0.0851 0.2142
0.4227 -0.0263 0.1894
-1.0399 1.0840 1.6048
0.2775 -0.1064 1.1561
0.9616 0.7412 0.9876
-1.0662 -0.8053 -0.3656
-0.2297 -0.1049 -0.2447
-0.1933 -0.0331 -0.0625
0.0020 -0.1138 0.9078
0.3851 -0.2685 0.4783
0.1491 0.4229 -0.2318
-0.7352 -0.2157 -0.1871
0.1018 -0.1075 0.3286
-0.3201 -0.3321 -0.4386
0.5087 0.2175 -1.1346
0.0813 -0.2543 0.0544
-0.0274 0.2774 0.0187
0.2477 -0.3877 -0.2057
0.4207 0.5122 0.8416
0.3327 -0.0522 -1.0794
-0.3292 1.6139 0.4611
0.9281 -2.0041 -0.2018
-0.4432 -0.1956 -0.3382
-2.3490 0.8698 0.2063
0.2888 1.2373 -0.2879
0.9544 -1.0761 -0.2863
-0.3802 -0.1316 0.1916
-1.2997 -0.8533 0.8701
0.7902 0.8876 -1.3063
-0.1731 -1.2162 -0.8140
0.9565 -1.3851 -0.1572
0.0233 -0.6478 -0.0892
-0.1203 -0.1780 -0.1965
0.3493 -0.2540 -0.0994
-0.6055 -0.0973 0.2639
0.4065 0.3151 -0.5602
0.6163 0.6114 -0.3292
0.9770 -0.2779 0.0844
0.4498 -0.1316 -0.0747
-0.5260 0.3902 -0.0230
0.1820 0.5824 -0.0482
-0.1147 0.6265 0.6111
-0.5877 0.6192 0.8480
-0.2806 -0.3506 0.5468
0.1274 0.9372 0.6085
1.3875 -0.0996 -0.1467
-0.1183 -0.3821 0.4177
-0.0728 -0.4517 -1.6883
-0.2038 -1.0396 -0.0633
-0.0860 2.6105 -0.4771
-1.1513 -0.7477 1.3428
2.2081 1.4862 -0.0405
-2.8039 -0.7871 1.2701
0.7243 -0.4116 -1.9715
-0.2434 1.0419 -1.2349
-0.1359 0.0056 -0.1049
-0.1568 0.1417 0.0473
-0.2146 0.1608 0.2789
0.1673 0.3038 -0.1426
-0.3318 -0.1300 0.3675
-0.1683 -0.0315 -0.0675
-0.0049 0.6206 0.4555
0.2319 0.2620 0.1859
0.2596 -0.2351 0.8424
-0.3296 -0.1816 -0.6379
-0.2024 -0.0091 0.0415
-0.6177 -0.4716 0.0948
0.4586 -0.6712 -0.2489
-0.4010 0.0609 0.0933
0.7450 -0.2728 -0.0364
-0.1500 -0.1240 -0.0988
0.6356 -0.7386 0.8597
-0.3881 0.1992 -0.2694
0.2373 -0.0283 -0.2504
0.6712 -0.1161 0.9702
0.9820 -0.5128 -0.4627
-1.2520 -0.7205 2.0558
-2.3713 0.1514 0.7745
1.7498 1.5637 0.3060
0.2858 -0.8615 0.5590
-2.8193 -0.5626 -0.3505
0.6069 -0.0996 0.6403
0.9052 0.9920 -1.3670
-0.9912 -0.6583 0.7544
0.0803 -1.8694 -0.3199
0.4299 0.3354 -0.5263
0.1008 -0.0296 -0.2764
0.3338 0.4959 -0.3236
-0.4304 0.2902 0.2733
0.5622 -0.0668 -0.3001
0.2932 0.2468 -0.3762
0.1694 -0.0188 -0.2901
0.1545 0.0876 -0.1080
0.6015 0.5767 -0.7553
0.8335 0.0357 -0.0954
-0.3930 0.3339 -0.1065
0.3793 0.0652 -0.3163
0.0269 0.3490 0.1442
-0.5175 -0.4960 0.4302
0.1904 0.2636 -0.1380
0.3270 -0.2947 0.1979
-0.2034 0.5241 0.5761
-0.3381 -0.3727 -0.2419
0.1089 -0.1651 -0.2185
-0.0197 0.3237 -0.2536
0.8128 -0.0729 0.6456
-0.7847 1.8864 0.0546
-1.0292 -0.8767 -1.0907
0.7126 -0.9339 -0.1297
-0.2213 -0.7553 0.5141
-1.7813 1.3545 -0.2875
-0.0238 -0.6349 -0.2746
0.4030 0.4619 2.6332
0.2381 -0.2996 0.5654
0.4455 0.2755 -0.4306
-0.7259 -0.6549 -0.3706
0.2641 -0.4767 -0.6726
0.1735 0.1442 0.2077
0.4768 0.0245 -0.5738
0.5657 -0.8351 0.1857
0.1603 -0.5631 -0.1691
-0.2060 0.6443 0.3026
-0.1038 0.2240 0.3335
0.0156 0.6451 0.0548
0.3245 0.5275 0.5649
-0.0788 -0.2569 -0.1731
0.4357 -0.1238 -0.1233
-0.4179 0.1655 -0.5171
0.2675 0.3330 -0.2771
-0.3468 -0.2224 -0.0272
0.6097 0.1521 0.2183
-0.3302 -0.4580 -0.3672
0.1864 0.0962 -0.1717
0.0947 0.2539 -0.3250
0.0769 0.0598 -0.3984
-1.0671 2.8586 1.8679
-0.6233 0.0555 -1.2958
0.0687 -1.5234 0.4657
1.6968 -0.3633 0.9779
-0.6633 -0.6493 0.1496
-1.4073 -0.4363 -1.1504
0.7786 -0.7605 0.3225
1.0664 0.8222 -0.7878

Here are the Löwdin charges for atoms 1 to 5, given in e: C -0.029; O -0.199; C -0.212; C -0.036; N 0.086